The following is a quantum chemistry calculation of C19H23N5O3RhS2Se3Te as an isolated structure, from the OMol25 dataset.

Element x y z (Å)
Rh: -1.691 -0.709 1.541
Se: -2.212 -1.660 3.931
Se: -3.838 -3.064 3.268
Te: -4.292 -1.549 1.203
Se: -5.388 -2.903 -0.509
S: -3.167 1.299 0.721
C: -2.637 0.793 -0.850
S: -1.260 -0.239 -0.877
C: -3.310 1.148 -2.015
C: -4.405 2.062 -1.990
N: -5.284 2.812 -1.968
C: -2.919 0.586 -3.267
N: -2.606 0.115 -4.275
O: -1.612 -5.157 0.904
C: -1.474 -3.942 0.604
O: -1.014 -3.025 1.315
C: -1.898 -3.585 -0.842
N: -2.732 -4.722 -1.324
C: -2.336 -5.084 -2.716
C: -1.426 -3.936 -3.152
C: -0.746 -3.527 -1.841
H: -2.474 -2.667 -0.864
H: -3.729 -4.472 -1.201
H: -2.480 -5.421 -0.575
H: -3.219 -5.195 -3.341
H: -1.797 -6.030 -2.691
H: -2.029 -3.100 -3.517
H: -0.727 -4.230 -3.935
H: -0.308 -2.531 -1.882
H: 0.036 -4.243 -1.565
C: 4.837 3.249 -1.312
C: 4.353 4.041 -0.101
N: 3.439 3.307 0.767
C: 3.976 2.665 1.961
C: 4.821 1.427 1.667
C: 2.127 3.266 0.385
O: 1.750 3.727 -0.678
C: 1.144 2.659 1.352
C: 0.476 3.518 2.217
C: -0.433 2.992 3.112
C: -0.652 1.625 3.102
N: -0.044 0.795 2.250
C: 0.831 1.316 1.390
H: 5.487 3.877 -1.926
H: 3.982 2.945 -1.916
H: 5.396 2.359 -1.019
H: 3.825 4.924 -0.456
H: 5.196 4.363 0.513
H: 3.147 2.385 2.602
H: 4.574 3.396 2.511
H: 4.265 0.735 1.031
H: 5.072 0.917 2.599
H: 5.752 1.691 1.162
H: 0.671 4.585 2.181
H: -0.976 3.626 3.801
H: -1.343 1.171 3.801
H: 1.303 0.614 0.713

The calculation puts the HOMO-LUMO gap (spin up / spin down) at 0.232 / 0.193 hartree. The calculation puts the highest occupied orbital energy (spin up / spin down) at -0.154 / -0.175 Eh. Its multiplicity is 5. The largest force on an atom is 0.0174 Eh/bohr. Its net charge is -1.



The following is a quantum chemistry calculation of a 2-piece molecular cluster, C7H12N2 overall, from the OMol25 dataset.

Element x y z (Å)
H: 2.595 1.711 -0.090
N: 2.517 1.141 -0.924
C: 2.237 -0.077 -0.739
N: 1.942 -0.930 -1.749
C: 2.252 -0.778 0.594
C: 2.225 -1.136 1.742
H: 2.143 -0.606 -2.681
H: 1.967 -1.915 -1.499
H: 2.180 -1.481 2.735
C: -3.179 0.600 0.419
C: -1.887 0.376 0.247
C: -1.359 -0.909 -0.318
C: -0.839 1.386 0.603
H: -3.925 -0.132 0.153
H: -3.547 1.528 0.825
H: -0.687 -1.384 0.397
H: -2.166 -1.596 -0.558
H: -0.783 -0.712 -1.224
H: -0.270 1.669 -0.284
H: -0.135 0.963 1.322
H: -1.282 2.283 1.028

The calculation puts the HOMO-LUMO gap at 0.367 hartree. The calculation puts the highest occupied orbital energy at -0.336 Eh. The largest force on an atom is 0.0375 Eh/bohr. Its SMILES is [H]/N=C(/N)C#C.C=C(C)C. The value obtained for the relative energy (zero: lowest compared OMol25 entry of this formula, charge and spin) is 50.8 kcal per mole.



The following is a quantum chemistry calculation of a 2-piece molecular cluster, CH4N2O overall, from the OMol25 dataset.

Element x y z (Å)
C: -1.415 0.378 -0.067
N: 1.211 -1.104 0.153
N: 1.016 0.049 -0.078
O: 1.576 1.115 -0.227
H: -1.873 0.422 -1.097
H: -1.326 1.205 0.684
H: -1.306 -0.526 0.354
H: 2.118 -1.538 0.279

The calculation puts the HOMO-LUMO gap (spin up / spin down) at 0.299 / 0.349 hartree. The calculation puts the highest occupied orbital energy (spin up / spin down) at -0.323 / -0.341 Eh. The largest force on an atom is 0.0672 Eh/bohr. The value obtained for the relative energy (zero: lowest compared OMol25 entry of this formula, charge and spin) is 158.1 kcal per mole.



The following is a quantum chemistry calculation of one molecule with the formula C12H17ClN4O2S2, from the OMol25 dataset.

Element x y z (Å)
O: 4.775 1.084 -2.554
C: 3.740 1.296 -1.979
C: 3.503 2.460 -1.050
C: 3.418 2.020 0.407
Cl: 4.831 1.019 0.852
N: 2.687 0.409 -2.176
C: 1.381 0.487 -1.812
N: 0.834 1.384 -1.069
N: -0.470 1.231 -0.894
C: -0.962 0.209 -1.497
S: -2.629 -0.241 -1.492
C: -3.257 0.931 -0.253
C: -2.936 0.548 1.194
O: -2.723 1.400 2.025
N: -2.961 -0.772 1.440
C: -2.714 -1.349 2.744
C: -3.935 -2.147 3.233
C: -3.616 -3.595 2.870
C: -2.125 -3.695 3.181
C: -1.552 -2.363 2.687
S: 0.228 -0.730 -2.400
H: 4.339 3.148 -1.184
H: 2.564 2.954 -1.306
H: 2.527 1.424 0.589
H: 3.420 2.887 1.067
H: 2.933 -0.368 -2.779
H: -2.840 1.914 -0.464
H: -4.339 0.950 -0.391
H: -3.161 -1.413 0.685
H: -2.495 -0.503 3.399
H: -4.857 -1.784 2.780
H: -4.024 -2.050 4.315
H: -4.211 -4.308 3.438
H: -3.792 -3.770 1.807
H: -1.652 -4.550 2.702
H: -1.984 -3.786 4.259
H: -0.705 -2.037 3.288
H: -1.208 -2.458 1.655

The calculation puts the HOMO-LUMO gap at 0.334 hartree. The calculation puts the highest occupied orbital energy at -0.325 Eh. The largest force on an atom is 0.0352 Eh/bohr. Its SMILES is O=C(CCCl)Nc1nnc(SCC(=O)NC2CCCC2)s1.



The following is a quantum chemistry calculation of an isolated ion of composition C3H6NO2 and charge -1, from the OMol25 dataset.

Element x y z (Å)
C: -1.402 0.435 -0.671
C: 0.039 0.780 -0.111
N: 0.872 -0.374 -0.108
C: 1.259 -1.093 1.088
O: 0.499 -0.880 2.061
O: 2.215 -1.879 0.979
H: -2.215 1.046 -0.276
H: -1.594 -0.605 -0.401
H: -1.360 0.446 -1.763
H: -0.147 1.091 0.912
H: 0.418 1.562 -0.770
H: 1.417 -0.528 -0.939

The calculation puts the HOMO-LUMO gap at 0.295 hartree. The calculation puts the highest occupied orbital energy at -0.140 Eh. The largest force on an atom is 0.0419 Eh/bohr. Its SMILES is CCNC(=O)[O-]. Its net charge is -1. The value obtained for the relative energy (zero: lowest compared OMol25 entry of this formula, charge and spin) is 4.8 kcal per mole.



The following is a quantum chemistry calculation of an isolated ion of composition C12H17N2 and charge +1, from the OMol25 dataset.

Element x y z (Å)
C: -1.821 0.036 -0.916
C: -0.521 -0.621 -0.441
C: 0.414 -1.016 -1.607
N: -0.862 -2.023 0.143
C: -1.902 -1.932 1.220
C: -1.483 -0.851 2.147
C: -0.485 -0.051 1.883
N: 0.112 0.074 0.613
C: 1.051 1.120 0.358
C: 2.216 1.083 1.092
C: 3.167 2.072 0.876
C: 3.052 3.043 -0.120
C: 1.796 3.084 -0.770
C: 0.767 2.136 -0.573
H: -2.315 -0.451 -1.780
H: -1.437 0.912 -1.371
H: -2.517 0.253 -0.060
H: -0.048 -1.425 -2.511
H: 1.258 -1.692 -1.246
H: 0.967 -0.180 -1.878
H: -0.033 -2.315 0.714
H: -1.121 -2.446 -0.675
H: -1.938 -2.831 1.733
H: -2.920 -1.803 0.644
H: -2.055 -0.833 2.961
H: -0.128 0.590 2.651
H: 2.127 0.432 1.872
H: 4.092 2.021 1.476
H: 3.759 3.749 -0.326
H: 1.461 3.802 -1.423
H: -0.135 2.241 -1.084

The calculation puts the HOMO-LUMO gap at 0.333 hartree. The calculation puts the highest occupied orbital energy at -0.436 Eh. The largest force on an atom is 0.0977 Eh/bohr. Its SMILES is CC1(C)[NH2+]CC=CN1c1ccccc1. Its net charge is +1. The value obtained for the relative energy (zero: lowest compared OMol25 entry of this formula, charge and spin) is 43.2 kcal per mole.



The following is a quantum chemistry calculation of a 3-piece molecular cluster, C15H30ClN2O4 overall, from the OMol25 dataset.

Element x y z (Å)
C: 0.053 1.584 3.773
C: 0.612 0.164 4.171
C: 2.003 -0.202 3.538
Cl: 2.369 -1.932 3.896
N: 1.885 0.051 2.053
C: 2.807 0.899 1.554
C: 2.700 1.209 0.117
C: 1.612 0.526 -0.536
C: 0.725 -0.380 0.187
N: 0.913 -0.590 1.490
H: -1.032 1.506 3.503
H: 0.198 2.273 4.639
H: 0.556 2.059 2.895
H: 0.711 0.108 5.286
H: -0.130 -0.618 3.884
H: 2.770 0.464 3.989
H: 3.578 1.375 2.199
H: 3.405 1.910 -0.366
H: 1.422 0.678 -1.625
H: -0.123 -0.890 -0.322
C: -3.441 -1.826 4.478
O: -3.211 -1.638 3.088
C: -2.195 -2.492 2.580
C: -2.781 -3.710 1.882
O: -3.479 -4.547 2.790
C: -4.887 -4.349 2.749
H: -4.400 -1.373 4.727
H: -3.474 -2.882 4.750
H: -2.653 -1.327 5.055
H: -1.506 -2.792 3.378
H: -1.625 -1.908 1.849
H: -1.960 -4.304 1.467
H: -3.430 -3.411 1.052
H: -5.306 -4.860 1.877
H: -5.153 -3.290 2.714
H: -5.316 -4.784 3.652
C: 2.327 0.767 -5.019
O: 1.655 1.870 -4.423
C: 2.335 3.104 -4.644
C: 1.714 3.891 -5.787
O: 1.864 3.215 -7.027
C: 0.692 2.509 -7.413
H: 1.630 -0.070 -5.072
H: 2.674 0.994 -6.028
H: 3.182 0.477 -4.397
H: 3.401 2.932 -4.820
H: 2.239 3.689 -3.723
H: 2.240 4.847 -5.878
H: 0.660 4.107 -5.587
H: -0.041 3.209 -7.825
H: 0.246 1.964 -6.579
H: 0.968 1.793 -8.187

The calculation puts the HOMO-LUMO gap at 0.232 hartree. The calculation puts the highest occupied orbital energy at -0.416 Eh. The largest force on an atom is 0.0689 Eh/bohr. Its net charge is +1. The value obtained for the relative energy (zero: lowest compared OMol25 entry of this formula, charge and spin) is 114.8 kcal per mole.



The following is a quantum chemistry calculation of C43H54BrCaFN6O7S2 as an isolated structure, from the OMol25 dataset.

Element x y z (Å)
Ca: 0.396 1.966 1.038
C: -6.472 -1.716 2.879
C: -6.582 -0.282 2.345
C: -6.975 0.636 3.510
C: -7.698 -0.244 1.302
C: -5.241 0.164 1.754
C: -4.093 0.179 2.547
C: -2.902 0.609 2.017
Br: -1.369 0.580 3.156
C: -2.711 1.082 0.681
O: -1.565 1.523 0.303
C: -3.873 1.009 -0.135
C: -5.075 0.578 0.437
C: -3.933 1.379 -1.637
C: -4.878 2.576 -1.815
C: -4.502 0.178 -2.407
C: -2.603 1.742 -2.312
H: -7.435 -2.054 3.277
H: -5.737 -1.790 3.685
H: -6.166 -2.401 2.084
H: -7.939 0.332 3.931
H: -7.056 1.674 3.178
H: -6.235 0.603 4.313
H: -8.637 -0.572 1.757
H: -7.484 -0.905 0.459
H: -7.852 0.763 0.908
H: -4.128 -0.141 3.583
H: -5.942 0.569 -0.213
H: -5.891 2.354 -1.468
H: -4.934 2.862 -2.871
H: -4.515 3.438 -1.248
H: -5.504 -0.097 -2.068
H: -3.854 -0.695 -2.278
H: -4.560 0.407 -3.476
H: -2.141 2.629 -1.889
H: -2.809 1.926 -3.374
H: -1.867 0.944 -2.231
C: 4.972 -2.827 -3.304
C: 3.684 -2.214 -3.826
N: 2.812 -1.723 -2.759
C: 2.843 -0.398 -2.429
C: 2.124 0.211 -1.460
C: 2.313 1.725 -1.327
O: 3.388 2.170 -1.721
O: 1.303 2.347 -0.862
C: 1.240 -0.620 -0.661
O: 0.534 -0.243 0.264
C: 1.229 -2.066 -1.001
C: 0.405 -2.902 -0.253
C: 0.376 -4.235 -0.531
F: -0.377 -5.068 0.234
C: 1.132 -4.786 -1.568
C: 1.950 -3.961 -2.310
C: 2.012 -2.588 -2.030
N: 1.097 -6.188 -1.869
C: -0.150 -6.910 -1.721
C: -0.107 -8.144 -2.588
N: 1.077 -8.984 -2.131
C: 2.383 -8.208 -2.203
C: 2.224 -6.954 -1.377
H: 5.577 -3.206 -4.130
H: 4.776 -3.649 -2.612
H: 5.561 -2.079 -2.769
H: 3.120 -2.915 -4.442
H: 3.901 -1.359 -4.463
H: 3.529 0.211 -3.007
H: -0.187 -2.470 0.547
H: 2.516 -4.401 -3.121
H: -0.989 -6.292 -2.033
H: -0.343 -7.209 -0.681
H: 0.079 -7.906 -3.633
H: -0.992 -8.769 -2.496
H: 1.141 -9.843 -2.675
H: 0.919 -9.260 -1.159
H: 2.532 -7.976 -3.255
H: 3.170 -8.869 -1.847
H: 3.142 -6.373 -1.444
H: 2.093 -7.233 -0.316
N: 8.170 4.824 -0.362
C: 6.944 4.742 0.309
C: 6.864 5.029 1.671
C: 5.641 4.981 2.323
C: 4.493 4.655 1.611
C: 4.563 4.373 0.249
C: 5.784 4.411 -0.393
S: 2.930 4.620 2.400
O: 3.208 4.706 3.815
O: 2.087 5.616 1.789
N: 2.280 3.228 1.969
C: 2.856 2.041 2.364
S: 4.477 1.743 2.986
C: 4.140 0.064 3.076
C: 2.885 -0.183 2.651
N: 2.155 0.911 2.258
H: 8.985 4.708 0.217
H: 8.233 4.283 -1.209
H: 7.765 5.286 2.219
H: 5.568 5.182 3.383
H: 3.679 4.075 -0.303
H: 5.838 4.169 -1.449
H: 4.865 -0.641 3.448
H: 2.414 -1.157 2.620
C: -1.699 5.802 2.541
C: -1.021 6.166 1.218
C: -0.739 4.805 0.592
O: -0.761 3.842 1.690
C: -0.958 4.544 2.936
H: -2.757 5.576 2.393
H: -1.609 6.586 3.294
H: -0.087 6.691 1.411
H: -1.648 6.778 0.571
H: 0.231 4.766 0.098
H: -1.516 4.498 -0.108
H: 0.012 4.765 3.384
H: -1.517 3.877 3.588

The calculation puts the HOMO-LUMO gap at 0.140 hartree. The calculation puts the highest occupied orbital energy at -0.214 Eh. The largest force on an atom is 0.0366 Eh/bohr. The value obtained for the relative energy (zero: lowest compared OMol25 entry of this formula, charge and spin) is 0.0 kcal per mole.



The following is a quantum chemistry calculation of C19H17BaNO3 as an isolated structure, from the OMol25 dataset.

Element x y z (Å)
Ba: 0.813 1.038 0.965
C: -3.405 1.545 3.657
C: -3.953 0.270 3.685
C: -3.349 -0.736 2.951
C: -2.200 -0.464 2.198
C: -1.594 0.818 2.133
C: -2.266 1.786 2.903
C: -1.607 -1.587 1.394
C: -2.137 -2.920 1.456
C: -1.597 -3.916 0.716
C: -0.504 -3.649 -0.146
C: 0.110 -4.631 -0.955
C: 1.153 -4.305 -1.773
C: 1.617 -2.973 -1.818
C: 1.041 -2.003 -1.043
C: -0.035 -2.327 -0.176
N: -0.585 -1.337 0.597
H: -3.872 2.341 4.225
H: -4.842 0.061 4.266
H: -3.806 -1.714 2.984
H: -1.887 2.807 2.918
H: -2.968 -3.132 2.108
H: -2.000 -4.920 0.776
H: -0.262 -5.648 -0.922
H: 1.620 -5.058 -2.392
H: 2.432 -2.708 -2.479
H: 1.413 -0.987 -1.140
C: 3.548 3.492 -2.538
C: 2.322 2.978 -1.815
C: 1.074 3.038 -2.674
O: 2.503 1.568 -1.494
C: 2.072 3.772 -0.508
O: 2.482 4.904 -0.374
O: 1.386 3.093 0.367
H: 3.701 2.935 -3.464
H: 4.438 3.397 -1.909
H: 3.439 4.550 -2.761
H: 1.207 2.426 -3.567
H: 0.868 4.065 -2.977
H: 0.202 2.676 -2.128
H: 3.428 1.454 -1.247

The calculation puts the HOMO-LUMO gap at 0.265 hartree. The calculation puts the highest occupied orbital energy at -0.279 Eh. The largest force on an atom is 0.0450 Eh/bohr. The value obtained for the relative energy (zero: lowest compared OMol25 entry of this formula, charge and spin) is 0.0 kcal per mole.